DFT (wB97M-V/def2-TZVPD) results for C28H28Cl2N3OPdS2 as an isolated structure.

Calculated values
Max |F| = 3.6 eV/Å
Total energy = -86203.1783 eV
Orbital gap = 5.0 eV
Molecular weight = 664.0 g/mol

Structure (ORCA input):
```
! wB97M-V def2-TZVPD RIJCOSX def2/J DEFGRID3
* xyz -1 1
Pd -0.361 -0.892 -0.344
Cl -0.066 -1.687 -2.578
C -0.351 -0.293 -3.614
C -0.079 -0.449 -4.970
C -0.299 0.607 -5.849
C -0.849 1.791 -5.373
C -1.141 1.945 -4.025
Cl -1.915 3.407 -3.500
C -0.861 0.929 -3.069
S -1.018 1.197 -1.347
H 0.331 -1.402 -5.318
H -0.036 0.503 -6.908
H -1.076 2.624 -6.046
C -4.309 0.909 -0.607
C -4.363 -0.629 -0.605
N -4.916 -1.158 0.669
C -6.325 -0.855 0.935
C -6.490 0.184 2.051
C -4.294 -2.005 1.576
O -4.887 -2.531 2.520
C -2.810 -2.184 1.379
C -2.300 -3.382 0.817
C -0.936 -3.578 0.684
C -0.109 -2.522 1.132
N -0.596 -1.380 1.715
C -1.928 -1.200 1.799
H -3.767 1.276 -1.504
H -3.795 1.278 0.290
H -5.342 1.318 -0.613
H -3.396 -1.084 -0.819
H -5.079 -0.953 -1.400
H -6.830 -1.786 1.245
H -6.805 -0.483 0.016
H -6.076 -0.211 3.002
H -7.559 0.417 2.208
H -5.951 1.116 1.797
H -2.997 -4.173 0.534
H -0.514 -4.471 0.217
H 0.965 -2.602 1.138
H -2.251 -0.300 2.314
N 1.977 -0.469 0.056
S 2.533 0.770 1.048
C 3.634 0.075 2.258
C 3.257 0.125 3.594
C 4.139 -0.358 4.554
C 5.385 -0.859 4.192
C 5.747 -0.882 2.852
C 4.878 -0.394 1.881
C 3.696 1.765 0.114
C 4.558 2.605 0.803
C 5.511 3.340 0.104
C 5.628 3.220 -1.265
C 4.763 2.353 -1.945
C 3.786 1.638 -1.268
H 2.791 -0.976 -0.299
H 2.270 0.500 3.901
H 3.837 -0.368 5.606
H 6.038 -1.281 4.957
H 6.724 -1.290 2.556
H 5.173 -0.373 0.822
H 4.504 2.646 1.894
H 6.199 3.976 0.676
H 6.391 3.759 -1.831
H 4.883 2.220 -3.028
H 3.075 0.967 -1.778
*
```